C41H55N8O9PrS2 as an isolated structure in a non-equilibrium geometry. Source: the OMol25 dataset; level of theory: ωB97M-V with the def2-TZVPD basis set.

Geometry as XYZ:
```
116
Properties=species:S:1:pos:R:3
Pr -0.07805 0.38560 -0.49514
O 5.77828 -2.98807 -1.80300
C 5.30510 -1.71457 -1.79755
O 5.84339 -0.87171 -2.44455
C 4.15324 -1.48915 -0.88894
C 4.01932 -2.02021 0.37934
N 2.90673 -1.49332 0.91181
N 2.29604 -0.66954 0.06365
C 3.03403 -0.63580 -1.03528
C 2.52919 0.19421 -2.21247
O 3.02065 0.04641 -3.30719
O 1.57924 1.01120 -1.88855
H 5.21284 -3.58355 -1.30095
H 4.64459 -2.70306 0.93131
H 2.52669 -1.61122 1.84204
C -1.34735 1.38602 -3.30028
N -2.12568 0.53645 -2.38363
C -2.46839 -0.68148 -3.12287
C -3.37180 1.21271 -1.99618
C -3.22521 2.07700 -0.75263
N -2.75842 1.31776 0.41058
C -3.82876 0.44719 0.89292
C -2.41644 2.26533 1.48138
H -1.89353 1.54767 -4.23981
H -0.39583 0.90046 -3.52292
H -1.15516 2.35187 -2.84301
H -3.10276 -0.44122 -3.98837
H -3.00115 -1.38648 -2.48379
H -1.56858 -1.16867 -3.47692
H -4.13165 0.45325 -1.81156
H -3.74053 1.83848 -2.82078
H -4.20057 2.54338 -0.53733
H -2.49998 2.87063 -0.92706
H -4.75197 1.01919 1.06774
H -3.52809 -0.01899 1.82997
H -4.03593 -0.34734 0.17890
H -3.28587 2.88363 1.75258
H -1.60149 2.91191 1.15827
H -2.08234 1.71929 2.36258
O -1.87149 -4.61431 -3.75132
S -0.51802 -4.26289 -4.17918
O 0.53320 -5.37468 -3.35047
N -0.12903 -2.87027 -3.48052
C 0.22939 -2.71494 -2.22557
O 0.33476 -1.56641 -1.70342
C 0.60231 -3.91575 -1.42780
C 0.81835 -3.80726 -0.05520
C 1.22868 -4.88769 0.69898
C 1.45388 -6.10989 0.06868
C 1.22834 -6.24625 -1.28577
C 0.77591 -5.16307 -2.04358
H 0.62440 -2.85118 0.40922
H 1.38538 -4.77885 1.76561
H 1.79879 -6.96261 0.63970
H 1.39829 -7.18431 -1.79818
N -1.63257 -1.46958 0.13071
C -1.90488 -2.58273 0.32454
N -2.18585 -3.82386 0.60462
C -2.73967 -4.78450 -0.34445
C -4.18123 -5.07657 0.05124
O -4.28493 -5.49289 1.40493
C -3.76003 -4.53553 2.30285
C -2.29408 -4.25401 1.99796
H -2.14351 -5.69895 -0.27878
H -2.68485 -4.40940 -1.36342
H -4.57977 -5.89245 -0.54898
H -4.79652 -4.18088 -0.11460
H -3.86964 -4.95518 3.30249
H -4.33310 -3.59826 2.24467
H -1.71127 -5.17166 2.11123
H -1.88467 -3.48517 2.64397
C 0.21832 -2.12587 4.97360
C -0.86833 -1.77582 4.18473
C -0.74404 -0.86637 3.14657
C 0.47486 -0.21445 2.88155
C 1.57435 -0.60092 3.69111
C 1.44524 -1.53385 4.70437
N 0.59081 0.73405 1.88261
C 1.54868 1.72018 2.16744
C 1.57120 2.32911 3.43907
C 2.53826 3.24933 3.78914
C 3.53723 3.59789 2.88556
C 3.50122 3.05174 1.61404
C 2.51020 2.14992 1.24447
H 0.10637 -2.81997 5.79573
H -1.83860 -2.20491 4.41020
H -1.60791 -0.59551 2.55329
H 2.53142 -0.11711 3.53694
H 2.31037 -1.79286 5.30362
H 0.80729 2.05063 4.15484
H 2.52349 3.69327 4.77726
H 4.32623 4.28173 3.17054
H 4.26233 3.32737 0.89212
H 2.50040 1.76617 0.23303
C 3.75580 6.35489 -0.49373
C 3.01664 5.30233 -1.31676
C 1.73299 4.86360 -0.62380
S 0.87361 3.64246 -1.67519
O -0.14884 2.96177 -0.78070
C -0.05891 4.91022 -2.66395
C -1.47880 5.19940 -2.19539
C -1.58731 5.77186 -0.78275
H 4.67654 6.65365 -0.99336
H 4.00471 5.96242 0.49297
H 3.13549 7.24266 -0.35836
H 3.65449 4.42878 -1.47232
H 2.79151 5.71202 -2.30609
H 1.07871 5.70863 -0.41546
H 1.94963 4.34649 0.30527
H -0.06997 4.50861 -3.67830
H 0.55121 5.81370 -2.66057
H -2.06478 4.28154 -2.25766
H -1.92136 5.90392 -2.90355
H -1.17435 5.08247 -0.04963
H -2.63423 5.94532 -0.53075
H -1.06254 6.72624 -0.70423
```

Calculated values
HOMO (alpha / beta) ... -6.958 / -6.972 eV
Frontier orbital gap (alpha / beta) ... 7.207 / 7.221 eV
Total charge ... 0
E_LUMO (alpha / beta) ... 0.25 / 0.25 eV
E ... -4024.057063 hartree
Multiplicity ... 3